# 1
C5H8O2 | ωB97M-V with the def2-TZVPD basis set

The HOMO energy is -9.60 eV. The molar mass is 100.12 g/mol. The structure (SMILES) is C=C1C[C@H]1C(O)O. Its net charge is 0. The LUMO energy comes out at 0.78 eV. As for the spin multiplicity: 1.

Each line ends with the natural charge from an NBO analysis.
Cartesian coordinates (Å):
C (1.94, -1.22, 0.55)  -0.372
C (1.16, -0.17, 0.25)  0.044
C (1.04, 1.13, -0.45)  -0.457
C (-0.05, 0.64, 0.41)  -0.302
C (-1.52, 0.24, -0.26)  0.395
O (-2.57, 0.26, 0.74)  -0.730
O (-1.48, -1.00, -0.92)  -0.694
H (1.53, -1.90, 1.28)  0.199
H (2.85, -1.33, 0.20)  0.193
H (1.46, 2.10, -0.18)  0.220
H (0.80, 1.06, -1.44)  0.214
H (-0.20, 1.20, 1.25)  0.209
H (-1.84, 0.99, -1.06)  0.132
H (-2.66, 1.16, 0.95)  0.473
H (-1.91, -1.51, -0.29)  0.475


# 2
C2H5NO | ωB97M-V with the def2-TZVPD basis set

The HOMO energy is -10.09 eV. The molar mass is 59.07 g/mol. Its net charge is 0. The LUMO energy comes out at -0.35 eV. As for the spin multiplicity: 1.

Each line ends with the natural charge from an NBO analysis.
Cartesian coordinates (Å):
C (1.07, -0.05, 0.36)  -0.743
C (-0.43, -0.24, 0.39)  0.637
H (1.71, -0.40, -0.59)  0.240
H (1.45, -0.75, 1.16)  0.247
H (1.23, 1.03, 0.69)  0.250
H (-0.72, 0.82, -1.69)  0.309
H (-2.17, 0.31, -0.85)  0.386
N (-1.07, -0.43, -0.85)  -0.779
O (-1.07, -0.28, 1.39)  -0.547


# 3
C4H13NO3S | ωB97M-V with the def2-TZVPD basis set

The HOMO energy (spin up / spin down) is -13.85 / -13.59 eV. The molar mass is 155.22 g/mol. Its net charge is +1. The LUMO energy (spin up / spin down) comes out at -4.34 / -8.53 eV. As for the spin multiplicity: 2.

Each line ends with the Mulliken spin population.
Cartesian coordinates (Å):
C (-1.16, -2.40, 1.18)  0.007
N (0.11, -1.71, 0.70)  0.485
C (0.01, -0.75, -0.28)  0.007
C (1.48, -0.31, -0.72)  0.019
S (2.08, 1.32, -0.49)  0.101
C (-0.73, -1.04, -1.60)  0.106
O (-0.98, -0.21, -2.44)  0.175
H (-1.23, -3.31, 0.62)  0.031
H (-0.95, -2.66, 2.22)  0.014
H (-2.22, -1.66, 1.32)  0.000
H (0.67, -2.43, 0.51)  -0.006
H (-0.62, 0.19, 0.07)  0.033
H (2.19, -0.77, -0.05)  -0.001
H (1.60, -0.90, -1.59)  -0.001
H (1.38, 1.99, -1.40)  -0.002
H (-0.89, -2.03, -1.88)  0.030
H (-2.73, 2.00, 0.05)  0.000
H (-2.44, 2.03, 1.58)  0.000
O (-2.88, 1.72, 0.92)  0.001
H (1.26, 1.53, 1.82)  -0.001
H (0.59, 0.66, 2.62)  0.000
O (0.33, 1.39, 2.22)  0.002


# 4
C11H16Cl3IrNOS | ωB97M-V with the def2-TZVPD basis set

The HOMO energy (spin up / spin down) is 0.24 / -0.99 eV. The molar mass is 508.90 g/mol. Its net charge is -2. The LUMO energy (spin up / spin down) comes out at 5.06 / 4.97 eV. As for the spin multiplicity: 6.

Each line ends with the Mulliken spin population.
Cartesian coordinates (Å):
C (-0.59, 0.92, -0.93)  0.297
C (-1.42, -0.24, -1.03)  0.108
C (-0.64, -1.37, -0.72)  0.384
C (-2.89, -0.22, -1.37)  0.007
C (0.71, -0.91, -0.34)  0.094
C (0.78, 0.54, -0.49)  -0.061
C (2.02, 1.22, -0.86)  0.021
C (-0.94, 2.24, -1.56)  -0.011
C (-1.09, -2.79, -0.68)  -0.037
C (1.90, -1.79, -0.44)  0.044
Ir (0.18, 0.31, 1.48)  2.681
Cl (-1.94, -0.56, 2.08)  0.300
Cl (-0.87, 2.30, 1.81)  0.319
Cl (0.72, -2.09, 2.53)  0.237
H (-3.38, 0.73, -1.10)  0.001
H (-3.42, -1.05, -0.91)  0.005
H (-2.92, -0.34, -2.45)  0.008
H (-2.02, -2.95, -0.09)  0.013
H (-0.26, -3.46, -0.37)  0.002
H (-1.29, -3.01, -1.74)  0.029
H (1.76, -2.69, 0.19)  0.001
H (2.77, -1.25, -0.05)  0.010
H (2.02, -2.05, -1.51)  -0.008
H (2.80, 0.86, -0.20)  0.001
H (1.84, 2.26, -0.68)  -0.002
H (2.16, 0.97, -1.91)  -0.001
H (-1.88, 2.66, -1.10)  0.012
H (-1.10, 2.11, -2.66)  0.022
H (-0.11, 2.96, -1.38)  -0.001
O (1.80, 2.05, 1.78)  0.324
H (2.13, 2.84, 1.34)  -0.006
S (1.57, 0.65, 5.79)  0.098
C (1.02, 0.55, 4.33)  0.059
N (0.54, 0.58, 3.25)  0.051